The following is a quantum chemistry calculation of C4H9FN3 as an isolated structure in a non-equilibrium geometry, from OMol25.

Computed properties:
- E_HOMO (spin up / spin down) (eV) = -10.3488 / -14.8872
- total charge = +1
- spin multiplicity = 3
- ⟨S²⟩ = 2.013

Atoms and positions in Å:
1 C -0.5700 -1.1895 0.4341
2 C 0.3984 0.9428 0.4947
3 C 1.4519 -0.8712 1.7989
4 C -0.8579 1.1003 -2.0645
5 N 0.4007 -0.3914 0.8666
6 N -1.1346 0.7580 -0.7185
7 N -1.2353 -0.5657 -0.5298
8 F 1.6084 1.2260 0.0133
9 H -0.7333 -2.1498 0.7398
10 H 0.0671 1.6815 1.1087
11 H 0.9621 -1.5035 2.5402
12 H 2.3135 -1.4066 1.4187
13 H 1.8334 0.0403 2.1775
14 H -0.5614 2.0841 -1.9969
15 H -0.2139 0.4020 -2.5913
16 H -1.7148 0.8811 -2.6902
17 H -2.0142 -1.0386 -1.0012

Here are the Mulliken charges for atoms 1 to 5, given in e: -0.252 0.114 -0.897 -0.854 -0.007

The following is a quantum chemistry calculation of C52H45BrCsN4O7PS2 as an isolated structure in a non-equilibrium geometry, from OMol25.

Computed properties:
- E_HOMO (spin up / spin down) (eV) = -1.0947 / -2.4304
- total charge = -2
- spin multiplicity = 1

Atoms and positions in Å:
1 Cs -0.2463 -0.4594 0.9998
2 C 1.8707 5.3210 -0.1353
3 C 2.1706 4.3753 -1.1023
4 C 1.2347 3.4074 -1.4644
5 C -0.0173 3.3737 -0.8586
6 C -0.3046 4.3284 0.1226
7 C 0.6210 5.2964 0.4766
8 P -1.3060 2.0966 -1.2064
9 C -2.6684 3.2398 -1.7213
10 C -2.4801 4.4565 -2.3801
11 C -3.5630 5.2279 -2.7784
12 C -4.8616 4.7937 -2.5305
13 C -5.0665 3.5881 -1.8767
14 C -3.9751 2.8236 -1.4725
15 C -0.7443 1.3562 -2.7794
16 C -1.3265 1.6527 -4.0159
17 C -0.8738 1.0091 -5.1631
18 C 0.1794 0.1090 -5.0461
19 C 0.7430 -0.1451 -3.7958
20 C 0.3135 0.4250 -2.5739
21 H 2.6071 6.0633 0.1537
22 H 3.1480 4.3734 -1.5718
23 H 1.4781 2.6575 -2.2043
24 H -1.2671 4.2990 0.6242
25 H 0.3745 6.0255 1.2418
26 H -1.4705 4.7988 -2.5789
27 H -3.3941 6.1692 -3.2897
28 H -5.7067 5.3958 -2.8438
29 H -6.0730 3.2400 -1.6745
30 H -4.1348 1.8843 -0.9511
31 H -2.1410 2.3662 -4.0954
32 H -1.3300 1.2140 -6.1266
33 H 0.5587 -0.3998 -5.9317
34 H 1.5733 -0.8587 -3.7824
35 O 6.8409 3.2345 5.4528
36 N 5.8061 2.5396 5.7023
37 O 5.4401 2.3347 6.9104
38 C 5.0823 2.0336 4.6239
39 C 5.5502 2.3431 3.3486
40 C 4.8772 1.9185 2.1811
41 C 5.3510 2.2196 0.8812
42 C 4.6476 1.7990 -0.2141
43 C 3.4518 1.0820 -0.0236
44 N 2.9927 0.7780 1.1735
45 C 3.6868 1.1719 2.2577
46 C 3.1893 0.8036 3.5855
47 N 2.0615 0.0652 3.6093
48 C 1.5761 -0.3322 4.7717
49 C 2.1734 -0.0078 5.9836
50 C 3.3136 0.7699 5.9812
51 C 3.8720 1.2131 4.7641
52 H 6.4490 2.9344 3.2682
53 H 6.2713 2.7845 0.7776
54 H 4.9882 2.0146 -1.2208
55 H 2.8442 0.7573 -0.8691
56 H 0.6632 -0.9258 4.7394
57 H 1.7461 -0.3609 6.9154
58 H 3.8076 1.0556 6.8910
59 Br 2.7887 -2.6453 2.2647
60 C 3.1740 -4.0634 1.0896
61 C 3.9944 -5.0922 1.4419
62 C 4.2427 -6.1358 0.5187
63 C 3.6725 -6.1306 -0.7222
64 C 2.8182 -5.0695 -1.1174
65 C 2.1907 -5.0172 -2.3901
66 C 1.3739 -3.9803 -2.7418
67 C 1.1269 -2.9069 -1.8389
68 C 1.7225 -3.0121 -0.6438
69 C 2.5733 -4.0205 -0.1928
70 H 4.4476 -5.1069 2.4252
71 H 4.8919 -6.9518 0.8129
72 H 3.8597 -6.9391 -1.4206
73 H 2.3649 -5.8326 -3.0819
74 H 0.8977 -3.9617 -3.7136
75 H 0.5200 -2.0443 -2.1074
76 C 0.4015 3.0615 4.1497
77 S -0.6835 1.8224 3.4619
78 C -2.2433 2.6196 3.8171
79 O -0.5274 1.9072 1.9804
80 H 0.2667 3.1125 5.2329
81 H 0.1900 4.0189 3.6670
82 H 1.4197 2.7450 3.9221
83 H -2.3590 2.7522 4.8960
84 H -3.0210 1.9583 3.4322
85 H -2.2679 3.5792 3.2944
86 C -4.3478 -0.2427 -4.2726
87 C -4.0263 -1.5253 -3.5520
88 C -4.9388 -2.5758 -3.5188
89 C -4.6482 -3.7630 -2.8559
90 C -3.4257 -3.8988 -2.2194
91 C -2.4977 -2.8604 -2.2429
92 C -2.7975 -1.6833 -2.9066
93 S -3.0332 -5.3882 -1.3402
94 O -4.2206 -6.2019 -1.3442
95 O -1.8004 -5.9035 -1.8655
96 N -2.7538 -4.9467 0.1933
97 C -3.8812 -4.3403 0.9399
98 C -3.3542 -3.5638 2.1420
99 C -2.4503 -2.4087 1.7063
100 O -1.4609 -2.7392 0.9853
101 O -2.7412 -1.2499 2.0654
102 H -5.4081 -0.1943 -4.5347
103 H -3.7588 -0.1575 -5.1896
104 H -4.0959 0.6292 -3.6639
105 H -5.9008 -2.4576 -4.0066
106 H -5.3646 -4.5739 -2.8120
107 H -1.5552 -2.9583 -1.7191
108 H -2.0710 -0.8740 -2.9161
109 H -1.9242 -4.3409 0.2770
110 H -4.5635 -5.1274 1.2555
111 H -4.4464 -3.6516 0.2993
112 H -2.7798 -4.2312 2.7918
113 H -4.1935 -3.1679 2.7097

Here are the Mulliken charges for atoms 1 to 5, given in e: 1.781 -0.620 -0.417 -0.138 0.410

The following is a quantum chemistry calculation of an isolated ion of composition C19H30NO2 and charge +1, from OMol25.

Computed properties:
- E_HOMO (eV) = -11.0440
- total charge = +1
- spin multiplicity = 1

Atoms and positions in Å:
1 C 4.1925 1.1240 0.4269
2 C 3.3377 -0.0922 0.0829
3 C 4.1859 -1.2288 -0.4880
4 C 3.3102 -2.4160 -0.8895
5 C 4.1380 -3.5310 -1.5214
6 C 2.2385 -1.9439 -1.8736
7 N 1.4198 -0.8623 -1.2809
8 C 0.2343 -0.5268 -2.0947
9 C -0.9256 -1.4653 -1.6742
10 O -0.8030 -1.7064 -0.2877
11 C -2.2637 -0.8167 -2.0703
12 O -2.3666 0.4805 -1.5441
13 C -2.8281 0.6860 -0.2513
14 C -3.4263 -0.2736 0.5553
15 C -3.8526 0.0614 1.8380
16 C -3.6786 1.3461 2.3009
17 C -3.0812 2.3094 1.4856
18 C -2.6487 1.9891 0.2191
19 C -3.0008 3.6235 2.1989
20 C -3.9824 3.4506 3.3697
21 C -4.0459 1.9361 3.6276
22 C 2.2624 0.3009 -0.9322
23 H 4.6967 1.5035 -0.4581
24 H 4.9478 0.8541 1.1585
25 H 3.5833 1.9205 0.8458
26 H 2.8432 -0.4424 0.9964
27 H 4.9152 -1.5479 0.2554
28 H 4.7394 -0.8711 -1.3584
29 H 2.8134 -2.8122 0.0034
30 H 4.8923 -3.8777 -0.8217
31 H 3.5095 -4.3761 -1.7889
32 H 4.6421 -3.1772 -2.4171
33 H 1.5820 -2.7740 -2.1386
34 H 2.7075 -1.5600 -2.7829
35 H 0.9932 -1.2412 -0.4056
36 H 0.4533 -0.6165 -3.1576
37 H -0.0720 0.5006 -1.8798
38 H -0.8365 -2.4374 -2.1725
39 H -1.4349 -1.1556 0.2035
40 H -3.0981 -1.4588 -1.7757
41 H -2.2888 -0.6987 -3.1568
42 H -3.6148 -1.2778 0.2046
43 H -4.3254 -0.6902 2.4511
44 H -2.1992 2.7218 -0.4329
45 H -1.9816 3.7808 2.5635
46 H -3.2583 4.4648 1.5569
47 H -4.9678 3.8078 3.0700
48 H -3.6741 4.0072 4.2520
49 H -3.3111 1.6351 4.3796
50 H -5.0265 1.6120 3.9729
51 H 1.6270 1.0859 -0.5170
52 H 2.7272 0.6761 -1.8473

Here are the Mulliken charges for atoms 1 to 5, given in e: -1.736 0.824 -1.184 0.800 -1.739

The following is a quantum chemistry calculation of a 3-piece molecular cluster, C8H19ClFN2O7PS overall, from OMol25.

Computed properties:
- E_HOMO (eV) = -9.7447
- total charge = 0
- spin multiplicity = 1

Atoms and positions in Å:
1 N 5.1185 1.2183 -3.0410
2 P 4.8348 2.7907 -3.6364
3 O 4.3712 3.3759 -2.1988
4 N 3.2249 2.5019 -4.4334
5 Cl 3.5127 1.4518 -5.7700
6 S 1.7892 2.2391 -3.6644
7 O 0.8270 1.7819 -4.5837
8 O 1.5979 3.3486 -2.8114
9 F 2.1194 1.0283 -2.7364
10 H 5.4533 0.6106 -3.7819
11 H 5.8313 1.2430 -2.3172
12 H 4.2121 4.3296 -2.2237
13 C -0.1106 2.3235 -0.0207
14 C 1.0316 2.0244 0.9239
15 O 0.7607 2.4379 2.2721
16 C 0.0257 1.6974 3.1274
17 C -0.6779 0.4601 2.6252
18 O -0.0862 2.0770 4.2615
19 H -1.0098 1.7611 0.2315
20 H 0.1836 2.0566 -1.0337
21 H -0.3501 3.3865 -0.0005
22 H 1.3136 0.9712 0.8980
23 H 1.9130 2.6003 0.6459
24 H -1.6981 0.7400 2.3606
25 H -0.7219 -0.2575 3.4404
26 H -0.2269 -0.0124 1.7586
27 C -2.4976 -5.0358 1.8043
28 C -2.3484 -3.6514 2.3981
29 O -2.0112 -2.6693 1.4101
30 C -2.9339 -2.0565 0.6379
31 C -4.3658 -2.5377 0.6502
32 O -2.5714 -1.1571 -0.0692
33 H -3.3258 -5.0849 1.0975
34 H -2.6830 -5.7620 2.5965
35 H -1.5848 -5.3195 1.2812
36 H -3.2358 -3.3448 2.9530
37 H -1.5097 -3.6249 3.0919
38 H -4.4964 -3.2196 -0.1906
39 H -5.0060 -1.6751 0.4872
40 H -4.6690 -3.0471 1.5597

Here are the Mulliken charges for atoms 1 to 5, given in e: -0.483 0.246 -0.407 -0.076 -0.075

Repeat the fourth record exactly.
The following is a quantum chemistry calculation of a 3-piece molecular cluster, C8H19ClFN2O7PS overall, from OMol25.

Computed properties:
- E_HOMO (eV) = -9.7447
- total charge = 0
- spin multiplicity = 1

Atoms and positions in Å:
1 N 5.1185 1.2183 -3.0410
2 P 4.8348 2.7907 -3.6364
3 O 4.3712 3.3759 -2.1988
4 N 3.2249 2.5019 -4.4334
5 Cl 3.5127 1.4518 -5.7700
6 S 1.7892 2.2391 -3.6644
7 O 0.8270 1.7819 -4.5837
8 O 1.5979 3.3486 -2.8114
9 F 2.1194 1.0283 -2.7364
10 H 5.4533 0.6106 -3.7819
11 H 5.8313 1.2430 -2.3172
12 H 4.2121 4.3296 -2.2237
13 C -0.1106 2.3235 -0.0207
14 C 1.0316 2.0244 0.9239
15 O 0.7607 2.4379 2.2721
16 C 0.0257 1.6974 3.1274
17 C -0.6779 0.4601 2.6252
18 O -0.0862 2.0770 4.2615
19 H -1.0098 1.7611 0.2315
20 H 0.1836 2.0566 -1.0337
21 H -0.3501 3.3865 -0.0005
22 H 1.3136 0.9712 0.8980
23 H 1.9130 2.6003 0.6459
24 H -1.6981 0.7400 2.3606
25 H -0.7219 -0.2575 3.4404
26 H -0.2269 -0.0124 1.7586
27 C -2.4976 -5.0358 1.8043
28 C -2.3484 -3.6514 2.3981
29 O -2.0112 -2.6693 1.4101
30 C -2.9339 -2.0565 0.6379
31 C -4.3658 -2.5377 0.6502
32 O -2.5714 -1.1571 -0.0692
33 H -3.3258 -5.0849 1.0975
34 H -2.6830 -5.7620 2.5965
35 H -1.5848 -5.3195 1.2812
36 H -3.2358 -3.3448 2.9530
37 H -1.5097 -3.6249 3.0919
38 H -4.4964 -3.2196 -0.1906
39 H -5.0060 -1.6751 0.4872
40 H -4.6690 -3.0471 1.5597

Here are the Mulliken charges for atoms 1 to 5, given in e: -0.483 0.246 -0.407 -0.076 -0.075